(1)
{"formula": "CH16O6", "method": "ωB97M-V with the def2-TZVPD basis set", "smiles": "C.O.O.O.O.O.O", "e_homo_ev": -10.92, "gap_ev": 11.1, "relative_energy_ev": 1.6744, "energy_ha": -499.0904, "elements": ["H", "O", "H", "H", "H", "H", "H", "O", "H", "C", "O", "H", "H", "H", "H", "H", "O", "H", "H", "O", "H", "H", "O"], "positions_angstrom": [[-0.703, 1.171, 1.030], [0.170, 4.151, 0.157], [0.443, -2.009, -3.057], [1.400, 1.648, 2.263], [1.628, 0.928, 0.981], [1.241, -3.606, 1.355], [-1.228, 1.253, -0.458], [0.966, 1.561, 1.406], [1.439, -3.753, 3.058], [0.750, -4.025, 2.140], [-1.493, 1.104, 0.434], [1.439, 0.338, -2.104], [2.832, 0.954, -1.827], [-2.221, -1.160, -0.141], [-0.503, -2.118, -1.795], [-3.554, -1.816, -0.292], [0.085, -1.512, -2.241], [0.829, -5.107, 2.234], [-0.630, 3.649, 0.136], [1.952, 0.965, -1.524], [0.672, 3.649, 0.701], [-0.201, -3.650, 1.994], [-2.604, -2.046, -0.349]], "nbo_charge": [0.505, -0.930, 0.477, 0.480, 0.507, 0.206, 0.472, -0.963, 0.206, -0.849, -0.997, 0.496, 0.467, 0.490, 0.496, 0.472, -0.971, 0.215, 0.464, -0.963, 0.464, 0.222, -0.965]}

=====

(2)
{"formula": "CH16O7", "method": "ωB97M-V with the def2-TZVPD basis set", "e_homo_ev": -10.03, "gap_ev": 10.2, "relative_energy_ev": 1.3913, "energy_ha": -574.3267, "elements": ["O", "H", "O", "H", "H", "H", "H", "H", "H", "H", "H", "H", "H", "H", "H", "O", "C", "H", "O", "H", "O", "O", "O", "H"], "positions_angstrom": [[-1.962, 1.393, -2.171], [-0.058, -1.317, -1.884], [0.485, -0.482, 1.349], [0.365, 1.987, -1.834], [-0.879, -2.106, -2.999], [0.747, 1.825, -0.273], [-2.661, -0.987, 1.259], [-2.639, 1.236, -1.522], [0.390, 1.264, 1.765], [1.176, 0.278, -1.201], [2.035, -1.190, -0.752], [2.174, -1.987, 1.791], [-1.565, 0.480, -2.337], [-0.832, 1.962, 1.553], [1.155, -1.398, 3.160], [0.083, 2.104, 1.348], [1.570, -1.069, 2.158], [0.762, -0.733, 0.223], [-0.944, -1.557, -2.224], [2.198, -0.176, 2.241], [-2.373, -0.129, 1.447], [1.135, -0.782, -0.968], [1.046, 1.679, -1.232], [-1.407, -0.295, 1.102]], "nbo_charge": [-0.984, 0.493, -0.891, 0.518, 0.475, 0.536, 0.461, 0.481, 0.504, 0.524, 0.515, 0.163, 0.495, 0.487, 0.191, -0.973, -0.280, 0.495, -0.996, 0.174, -0.969, -0.958, -0.954, 0.493]}

=====

(3)
{"formula": "CH16O7", "method": "ωB97M-V with the def2-TZVPD basis set", "e_homo_ev": -7.40, "gap_ev": 7.1, "relative_energy_ev": 4.5253, "energy_ha": -574.2116, "elements": ["H", "O", "H", "O", "O", "H", "H", "H", "H", "O", "H", "O", "H", "H", "H", "H", "C", "H", "H", "H", "H", "O", "H", "O"], "positions_angstrom": [[12.925, 9.892, 4.151], [15.613, 11.217, 9.165], [13.304, 12.826, 6.439], [14.232, 12.349, 6.296], [12.342, 14.232, 6.888], [10.931, 11.987, 7.504], [14.619, 9.730, 4.387], [16.517, 14.196, 5.689], [15.420, 10.483, 8.506], [16.257, 13.515, 7.555], [15.645, 13.407, 3.583], [15.038, 12.795, 3.656], [17.044, 15.069, 7.130], [15.330, 14.997, 6.497], [12.537, 15.154, 6.560], [15.973, 12.036, 8.682], [16.316, 14.535, 6.681], [11.380, 14.235, 7.181], [14.415, 12.448, 5.342], [11.669, 10.787, 7.722], [15.031, 12.982, 6.726], [13.667, 9.812, 4.885], [14.230, 13.034, 3.279], [11.395, 11.387, 7.056]], "nbo_charge": [0.476, -1.002, 0.556, -0.851, -0.961, 0.447, 0.484, 0.086, 0.460, -0.935, 0.478, -0.927, 0.181, 0.075, 0.501, 0.528, -0.219, 0.492, 0.524, 0.479, 0.528, -0.958, 0.479, -0.921]}

=====

(4)
{"formula": "CH17NO6", "method": "ωB97M-V with the def2-TZVPD basis set", "e_homo_ev": [-15.02, -15.00], "gap_ev": [11.2, 5.8], "relative_energy_ev": 0.8715, "total_charge": 1, "spin_multiplicity": 2, "energy_ha": -554.0886, "elements": ["H", "H", "H", "H", "H", "C", "H", "H", "H", "H", "H", "O", "O", "O", "H", "O", "O", "H", "H", "N", "H", "O", "H", "H", "H"], "positions_angstrom": [[1.245, -1.143, 0.196], [-1.790, -0.525, -0.848], [-0.992, 2.086, 0.143], [1.457, -1.100, -3.358], [-0.675, 1.174, -1.478], [-1.325, 1.418, -0.657], [-0.336, -1.281, 3.791], [2.084, 0.173, -2.642], [0.567, 1.865, 1.381], [0.209, 1.728, 2.919], [0.361, -0.319, 2.757], [0.188, -0.485, 3.689], [-0.328, -1.243, 1.177], [-0.866, -0.668, -2.428], [-0.400, -0.179, -3.118], [1.596, -0.153, -3.401], [1.877, -0.964, -0.520], [2.567, -0.391, -0.170], [-2.189, 2.030, -0.937], [-1.764, 0.152, -0.050], [-0.767, -0.355, 0.499], [0.337, 2.341, 2.180], [-0.381, -1.501, -2.473], [-2.504, 0.178, 0.643], [-0.683, -2.117, 0.935]], "mulliken_spin": [-0.003, -0.017, 0.023, 0.000, -0.006, 0.007, -0.002, 0.000, 0.000, 0.000, -0.001, 0.023, 0.592, -0.001, 0.000, 0.000, 0.003, 0.000, 0.047, 0.377, -0.008, 0.001, 0.000, -0.014, -0.020]}

=====

(5)
{"formula": "CH18AgO8", "method": "ωB97M-V with the def2-TZVPD basis set", "e_homo_ev": [-17.49, -17.48], "gap_ev": [10.9, 6.0], "relative_energy_ev": 0.4679, "total_charge": 2, "spin_multiplicity": 2, "energy_ha": -797.1000, "elements": ["H", "H", "O", "O", "H", "H", "H", "H", "O", "H", "O", "Ag", "H", "O", "H", "O", "H", "H", "H", "H", "H", "H", "H", "H", "O", "O", "C", "H"], "positions_angstrom": [[0.160, -1.420, 3.293], [1.773, 2.418, -2.711], [-1.717, -1.901, 1.023], [-0.522, -1.305, -1.826], [-3.114, 0.117, -0.730], [2.295, 0.760, 1.497], [0.647, 1.383, -3.569], [1.854, 0.669, -2.544], [-0.341, 1.928, 1.401], [-1.559, -2.793, 1.335], [1.850, 0.474, 0.700], [-0.297, -0.239, 0.290], [2.015, -2.125, 0.649], [-2.335, 0.483, -0.312], [-2.678, 1.064, 0.368], [0.296, 1.443, -1.561], [2.307, 0.929, -0.007], [-0.954, 2.656, 1.502], [-0.682, -2.172, -2.199], [-2.642, -1.742, 1.211], [-0.881, -0.696, -2.471], [-0.197, 2.267, -1.546], [0.908, -3.144, 0.476], [0.946, -0.127, 3.238], [1.077, -2.202, 0.472], [0.119, -0.522, 2.962], [1.170, 1.514, -2.622], [0.502, 2.284, 1.681]], "nbo_charge": [0.495, 0.202, -0.983, -0.970, 0.530, 0.507, 0.188, 0.185, -0.974, 0.510, -0.973, 1.633, 0.509, -0.924, 0.512, -0.769, 0.519, 0.507, 0.515, 0.506, 0.501, 0.497, 0.505, 0.477, -0.987, -0.952, -0.272, 0.503]}

=====

(6)
{"formula": "CH18NO6", "method": "ωB97M-V with the def2-TZVPD basis set", "e_homo_ev": -14.16, "gap_ev": 11.5, "relative_energy_ev": 0.0000, "total_charge": 1, "energy_ha": -554.8840, "elements": ["H", "N", "O", "H", "H", "H", "O", "H", "H", "O", "H", "H", "H", "C", "H", "H", "O", "H", "H", "H", "O", "H", "H", "H", "H", "O"], "positions_angstrom": [[-0.888, -1.143, -2.456], [-0.801, -1.049, -0.264], [-2.850, 1.296, 0.659], [0.620, -1.660, -1.744], [2.498, -1.744, 0.577], [2.502, 1.483, 0.886], [1.964, -1.369, -0.130], [2.098, 3.889, -2.030], [-1.502, -4.383, 1.622], [1.607, 3.703, -1.224], [2.109, -0.403, -0.119], [-3.455, 2.013, 0.427], [0.361, 1.831, 1.256], [-0.448, -1.662, -1.605], [1.304, 4.530, -0.842], [-1.814, -0.927, -0.291], [1.858, 1.365, 0.177], [-0.886, -2.648, -1.604], [-0.578, -1.815, 0.367], [-0.094, 2.039, 2.713], [-0.380, 1.667, 1.872], [-2.223, 1.766, 1.230], [1.810, 2.213, -0.321], [-0.300, -0.183, -0.098], [-1.127, -4.784, 0.206], [-1.385, -4.023, 0.737]], "nbo_charge": [0.222, -0.667, -0.980, 0.261, 0.487, 0.493, -0.998, 0.503, 0.491, -0.971, 0.499, 0.476, 0.490, -0.427, 0.500, 0.451, -1.009, 0.223, 0.466, 0.486, -0.986, 0.496, 0.527, 0.452, 0.486, -0.971]}

=====

(7)
{"formula": "CH18O7S2", "method": "ωB97M-V with the def2-TZVPD basis set", "e_homo_ev": [-14.13, -14.13], "gap_ev": [9.5, 5.6], "total_charge": 1, "spin_multiplicity": 2, "energy_ha": -1371.5331, "elements": ["O", "H", "H", "H", "O", "O", "H", "S", "O", "H", "H", "H", "H", "O", "O", "O", "H", "H", "H", "H", "H", "H", "S", "H", "H", "H", "C", "H"], "positions_angstrom": [[1.719, -0.292, 2.584], [1.204, -2.818, 0.150], [-0.623, 2.153, 3.016], [1.632, -1.651, 1.073], [2.425, 1.457, 0.791], [-1.017, -2.425, 1.877], [3.315, 1.509, 0.676], [-1.721, 1.713, 2.697], [-2.253, 0.048, -2.779], [0.286, -0.178, -2.277], [-0.854, 2.226, -1.195], [2.151, 0.486, 2.139], [0.495, 2.121, -0.051], [0.200, 0.806, -2.467], [-1.477, -2.521, -1.811], [1.768, -2.036, 0.111], [-2.384, -0.700, -2.221], [0.133, 0.770, -3.423], [-0.139, -2.178, 1.738], [2.083, 1.469, -0.027], [-0.545, -2.292, -2.005], [-1.269, -3.051, -0.943], [-1.563, 1.207, 0.802], [0.734, -0.191, 2.414], [-1.615, -1.942, 1.204], [-1.518, 0.336, -2.136], [-0.584, 2.413, -0.067], [-0.581, 3.561, 0.131]], "nbo_charge": [-0.955, 0.462, 0.138, 0.483, -0.925, -0.923, 0.493, 0.263, -0.933, 0.482, 0.331, 0.503, 0.267, -0.959, -0.936, -0.959, 0.473, 0.509, 0.457, 0.470, 0.464, 0.478, 0.538, 0.439, 0.467, 0.435, -0.871, 0.312]}

=====

(8)
{"formula": "CH21O13", "method": "ωB97M-V with the def2-TZVPD basis set", "e_homo_ev": -7.06, "gap_ev": 9.2, "relative_energy_ev": 3.9886, "total_charge": -1, "energy_ha": -1028.8386, "elements": ["O", "H", "H", "C", "O", "H", "H", "H", "H", "H", "O", "O", "H", "O", "O", "H", "O", "H", "O", "O", "H", "H", "O", "O", "O", "H", "H", "H", "H", "H", "H", "H", "H", "O", "H"], "positions_angstrom": [[1.432, 3.160, 1.634], [-0.477, 3.582, -2.031], [2.161, 1.463, 2.286], [-0.538, -0.076, -0.120], [-0.733, -3.033, 1.984], [-0.163, -3.576, 1.476], [3.445, -1.079, -0.054], [1.621, -2.410, -0.269], [-2.185, 1.000, 0.290], [-2.789, -0.957, -3.363], [-3.057, 1.410, 0.579], [2.871, -1.440, 0.658], [-3.483, -2.269, 0.084], [0.066, 3.603, -1.247], [0.986, -2.828, -0.827], [-2.769, 2.180, 1.215], [-0.916, -0.766, -1.032], [0.430, 0.109, 1.387], [-2.861, -2.449, -0.706], [1.965, 0.584, 2.662], [1.873, 3.692, 2.216], [2.339, -0.888, 1.227], [-0.406, 1.253, -0.293], [0.094, -0.628, 0.868], [-1.850, -0.931, -3.375], [-2.300, -1.825, -0.703], [0.962, 0.529, -1.456], [2.611, 0.674, 3.548], [-0.376, -2.066, 1.839], [0.969, 3.481, 0.934], [0.146, -2.248, -1.003], [-0.205, 2.676, -0.924], [-1.368, -0.795, -2.487], [1.597, 0.611, -2.260], [0.907, 0.256, -2.736]], "nbo_charge": [-0.973, 0.462, 0.504, 0.970, -0.983, 0.477, 0.504, 0.485, 0.484, 0.468, -0.966, -1.000, 0.456, -1.006, -1.024, 0.463, -0.752, 0.526, -0.921, -0.984, 0.471, 0.510, -0.875, -0.700, -1.024, 0.454, 0.471, 0.479, 0.486, 0.515, 0.495, 0.509, 0.504, -0.943, 0.458]}